[1]
{"formula": "C17H27N3O5S", "method": "ωB97M-V/def2-TZVPD", "spin_multiplicity": 1, "de_lowest_kcal_mol": 5.1, "e_tot_ha": -1602.6151, "e_homo_ev": -8.14, "smiles": "CNC(=O)[C@H](Cc1ccc(O)cc1)NC(C)=O.O=C(CCCCS)NO", "species": ["C", "N", "C", "O", "C", "C", "C", "C", "C", "C", "O", "C", "C", "N", "C", "C", "O", "H", "H", "H", "H", "H", "H", "H", "H", "H", "H", "H", "H", "H", "H", "H", "H", "O", "C", "C", "C", "C", "C", "S", "N", "O", "H", "H", "H", "H", "H", "H", "H", "H", "H", "H", "H"], "coordinates": [[-0.1901, 6.8449, -0.7150], [-1.0522, 6.0981, 0.1944], [-1.7637, 4.9810, -0.0003], [-2.3691, 4.5364, 0.9667], [-1.9016, 4.2398, -1.3535], [-0.6642, 3.4198, -1.7567], [-0.3193, 2.3175, -0.7751], [-0.9091, 1.0501, -0.9316], [-0.6023, 0.0141, -0.0331], [0.3004, 0.2406, 1.0286], [0.6090, -0.7686, 1.8843], [0.8859, 1.5133, 1.1901], [0.5745, 2.5518, 0.2890], [-2.4778, 4.9911, -2.4869], [-1.8698, 5.7915, -3.3651], [-2.7798, 6.5510, -4.3005], [-0.6598, 5.9206, -3.4738], [0.4696, 6.1736, -1.2654], [0.4292, 7.5384, -0.1446], [-0.7943, 7.4204, -1.4173], [-1.1105, 6.4400, 1.1413], [-2.6540, 3.4802, -1.1392], [-0.8463, 2.9658, -2.7320], [0.1990, 4.0749, -1.8623], [-1.6015, 0.8729, -1.7425], [-1.0693, -0.9473, -0.1563], [0.2608, -1.6078, 1.5520], [1.5709, 1.6788, 2.0069], [1.0220, 3.5277, 0.4155], [-3.4816, 4.9641, -2.5526], [-2.1696, 7.1577, -4.9690], [-3.4371, 7.1957, -3.7206], [-3.3657, 5.8454, -4.8859], [0.3513, -5.6894, 0.5004], [0.4093, -5.2575, 1.6453], [0.7968, -6.1544, 2.8184], [2.3213, -6.3107, 2.9804], [3.0356, -6.8976, 1.7497], [2.4488, -8.2362, 1.2895], [3.3605, -8.8171, -0.1911], [0.0646, -3.9333, 1.8409], [-0.3707, -3.1278, 0.7505], [0.3240, -7.1316, 2.6916], [0.3877, -5.7254, 3.7372], [2.5154, -6.9594, 3.8412], [2.7598, -5.3319, 3.2034], [4.0945, -7.0384, 1.9895], [2.9844, -6.1834, 0.9213], [1.3942, -8.1278, 1.0219], [2.5264, -8.9770, 2.0915], [2.6682, -9.9364, -0.4951], [0.0711, -3.5634, 2.7920], [-0.3759, -3.6752, -0.0681]], "nbo_charge": [-0.413, -0.608, 0.656, -0.626, -0.122, -0.421, -0.059, -0.199, -0.246, 0.296, -0.692, -0.264, -0.177, -0.609, 0.674, -0.708, -0.639, 0.218, 0.207, 0.198, 0.406, 0.235, 0.224, 0.228, 0.205, 0.206, 0.494, 0.221, 0.211, 0.397, 0.245, 0.223, 0.225, -0.645, 0.636, -0.490, -0.380, -0.418, -0.509, -0.056, -0.344, -0.574, 0.241, 0.216, 0.210, 0.212, 0.214, 0.220, 0.224, 0.203, 0.127, 0.405, 0.525]}

***

[2]
{"formula": "C17H27NO2", "method": "ωB97M-V/def2-TZVPD", "spin_multiplicity": 1, "de_lowest_kcal_mol": 9.0, "e_tot_ha": -869.2251, "e_homo_ev": -8.39, "smiles": "CCCCCCCCC(=O)NCCOc1ccccc1", "species": ["C", "C", "C", "C", "C", "C", "C", "C", "C", "O", "N", "C", "C", "O", "C", "C", "C", "C", "C", "C", "H", "H", "H", "H", "H", "H", "H", "H", "H", "H", "H", "H", "H", "H", "H", "H", "H", "H", "H", "H", "H", "H", "H", "H", "H", "H", "H"], "coordinates": [[-7.1112, -0.1572, 1.9373], [-6.5884, -0.6019, 0.5768], [-5.1787, -0.0792, 0.3100], [-4.6569, -0.5234, -1.0549], [-3.3027, 0.0871, -1.4175], [-2.1496, -0.4375, -0.5643], [-0.8125, 0.1446, -1.0171], [0.3587, -0.3916, -0.1876], [1.6566, 0.2245, -0.6747], [2.4121, -0.3245, -1.4460], [1.8565, 1.4923, -0.2290], [3.0899, 2.1951, -0.4762], [3.9420, 2.2740, 0.8013], [4.1027, 1.0158, 1.4091], [4.8743, 0.0615, 0.7992], [4.7543, -1.2240, 1.3241], [5.5018, -2.2613, 0.8074], [6.3806, -2.0344, -0.2396], [6.5042, -0.7595, -0.7573], [5.7596, 0.2902, -0.2458], [-6.4674, -0.5260, 2.7331], [-7.1410, 0.9287, 1.9979], [-8.1160, -0.5376, 2.1052], [-7.2609, -0.2411, -0.2050], [-6.5827, -1.6933, 0.5290], [-5.1870, 1.0128, 0.3541], [-4.5137, -0.4396, 1.0968], [-4.5793, -1.6128, -1.0763], [-5.3842, -0.2311, -1.8166], [-3.0879, -0.1365, -2.4653], [-3.3607, 1.1739, -1.3190], [-2.1134, -1.5264, -0.6376], [-2.3156, -0.1786, 0.4831], [-0.6419, -0.1053, -2.0661], [-0.8480, 1.2343, -0.9388], [0.2054, -0.1666, 0.8698], [0.4289, -1.4725, -0.3108], [1.2601, 1.8529, 0.4990], [3.6092, 1.6231, -1.2490], [2.8869, 3.2072, -0.8404], [3.4230, 2.8741, 1.5560], [4.9062, 2.7501, 0.5844], [4.0628, -1.3828, 2.1369], [5.3943, -3.2536, 1.2198], [6.9609, -2.8469, -0.6497], [7.1856, -0.5707, -1.5739], [5.8832, 1.2739, -0.6719]], "nbo_charge": [-0.600, -0.387, -0.394, -0.386, -0.385, -0.394, -0.378, -0.488, 0.690, -0.620, -0.624, -0.264, -0.070, -0.502, 0.298, -0.256, -0.186, -0.242, -0.199, -0.259, 0.200, 0.199, 0.208, 0.193, 0.194, 0.191, 0.193, 0.194, 0.199, 0.201, 0.192, 0.196, 0.193, 0.209, 0.194, 0.203, 0.231, 0.387, 0.245, 0.198, 0.187, 0.179, 0.219, 0.212, 0.212, 0.211, 0.204]}

***

[3]
{"formula": "C17H27NO5", "method": "ωB97M-V/def2-TZVPD", "spin_multiplicity": 1, "de_lowest_kcal_mol": 31.8, "e_tot_ha": -1094.9680, "e_homo_ev": -8.71, "smiles": "CCCC/C(NCCO)=C1/C(=O)CC(C)(C)[C@H](C(=O)OC)C1=O", "species": ["C", "C", "C", "C", "C", "N", "C", "C", "O", "C", "C", "O", "C", "C", "C", "C", "C", "C", "O", "O", "C", "C", "O", "H", "H", "H", "H", "H", "H", "H", "H", "H", "H", "H", "H", "H", "H", "H", "H", "H", "H", "H", "H", "H", "H", "H", "H", "H", "H", "H"], "coordinates": [[3.3259, -2.4272, 3.2655], [3.5455, -1.4227, 2.1396], [2.4223, -1.4166, 1.1050], [1.1090, -0.8508, 1.6670], [0.0366, -0.9268, 0.6274], [-0.5718, -2.0861, 0.4391], [-0.6277, -3.2540, 1.2762], [-1.9699, -3.2710, 2.0366], [-3.0715, -3.3947, 1.1826], [-0.3431, 0.1762, -0.1735], [-1.5941, 0.1257, -0.8923], [-2.2886, -0.8978, -0.9868], [-2.1441, 1.3790, -1.5311], [-1.5202, 2.6824, -1.0478], [-1.9762, 3.8476, -1.9273], [-1.9311, 2.9636, 0.4008], [0.0065, 2.5147, -1.1136], [0.5101, 2.2974, -2.5308], [0.8270, 3.1756, -3.2871], [0.5693, 0.9978, -2.8481], [1.0503, 0.6926, -4.1496], [0.4990, 1.3583, -0.2478], [1.5919, 1.4669, 0.2812], [4.1943, -2.4531, 3.9193], [2.4623, -2.1628, 3.8713], [3.1750, -3.4271, 2.8622], [4.4785, -1.6686, 1.6282], [3.6514, -0.4199, 2.5559], [2.7191, -0.7876, 0.2652], [2.2602, -2.4312, 0.7323], [1.2796, 0.1831, 1.9576], [0.8011, -1.4157, 2.5474], [-1.3245, -2.0283, -0.2682], [-0.5832, -4.1336, 0.6277], [0.2003, -3.2929, 1.9822], [-2.0020, -4.1415, 2.6957], [-2.0456, -2.3605, 2.6498], [-3.1198, -2.6304, 0.5909], [-3.2251, 1.3785, -1.3667], [-1.9956, 1.2673, -2.6094], [-1.5387, 4.7793, -1.5773], [-3.0596, 3.9407, -1.8926], [-1.6752, 3.7045, -2.9616], [-3.0092, 3.0936, 0.4638], [-1.6444, 2.1451, 1.0570], [-1.4552, 3.8728, 0.7605], [0.4934, 3.4301, -0.7600], [2.0722, 1.0569, -4.2694], [1.0161, -0.3900, -4.2386], [0.4197, 1.1613, -4.9082]], "nbo_charge": [-0.609, -0.392, -0.380, -0.484, 0.426, -0.545, -0.252, -0.062, -0.715, -0.409, 0.585, -0.666, -0.499, -0.016, -0.604, -0.612, -0.426, 0.824, -0.587, -0.521, -0.259, 0.598, -0.604, 0.215, 0.196, 0.198, 0.205, 0.203, 0.231, 0.190, 0.263, 0.209, 0.441, 0.215, 0.210, 0.186, 0.160, 0.480, 0.239, 0.237, 0.215, 0.210, 0.220, 0.214, 0.215, 0.214, 0.257, 0.197, 0.198, 0.194]}